# C49H49ClN5O4ReSi

A molecular structure, C49H49ClN5O4ReSi (the ωB97M-V functional and the def2-TZVPD basis, the OMol25 dataset).

The geometry in XYZ format:
```
110
Properties=species:S:1:pos:R:3:forces:R:3:lowdin_charge:R:1
Re -0.026 -0.761 1.304 0.0 -0.1 0.1 1.510
C 4.065 0.152 -0.721 0.0 -0.1 -0.1 -0.057
O 4.171 1.125 0.309 -0.2 0.2 0.0 -0.071
C 3.959 0.699 1.582 0.1 0.0 0.3 -0.232
C 4.933 0.991 2.522 -0.1 -0.1 -0.1 0.036
C 4.801 0.612 3.856 -0.1 -0.1 0.0 -0.054
C 3.686 -0.091 4.248 0.1 0.1 -0.1 -0.025
C 2.660 -0.377 3.327 0.0 0.0 0.0 -0.136
C 1.550 -1.136 3.821 0.0 0.0 0.0 -0.018
N 0.463 -1.402 3.161 0.0 -0.1 0.1 -0.176
N -0.446 -2.262 3.785 -0.1 0.0 0.0 0.087
C -1.471 -2.458 3.013 0.0 -0.2 0.1 -0.421
O -1.581 -1.896 1.820 0.2 0.1 -0.1 -0.230
C -2.557 -3.355 3.436 0.0 0.1 0.1 -0.155
C -2.631 -3.796 4.756 0.0 0.0 0.0 -0.021
C -3.653 -4.646 5.137 0.0 0.0 0.0 -0.065
C -4.598 -5.060 4.208 0.0 0.0 0.0 -0.067
C -4.528 -4.618 2.895 0.0 0.0 0.0 -0.065
C -3.512 -3.760 2.508 0.0 0.0 0.0 -0.020
C 2.778 0.049 1.983 0.0 0.2 0.1 -0.253
O 1.805 -0.110 1.084 0.1 0.0 -0.2 -0.263
H 4.581 0.571 -1.582 0.0 0.0 0.0 0.100
H 3.022 -0.052 -0.971 0.1 0.0 0.0 0.047
H 4.555 -0.780 -0.426 0.0 0.0 0.0 0.111
H 5.811 1.519 2.178 0.0 0.0 0.0 0.132
H 5.579 0.848 4.565 0.0 0.0 0.0 0.113
H 3.576 -0.427 5.269 0.0 0.0 0.1 0.119
H 1.612 -1.555 4.823 0.0 0.0 -0.1 0.147
H -1.888 -3.469 5.468 0.0 0.0 0.0 0.111
H -3.715 -4.986 6.161 0.0 0.0 0.0 0.109
H -5.392 -5.728 4.509 0.0 0.0 0.0 0.109
H -5.265 -4.939 2.175 0.0 0.0 0.0 0.108
H -3.456 -3.399 1.492 0.0 0.0 0.0 0.110
C -5.308 0.516 -0.421 0.0 0.0 0.0 -0.071
C -5.127 0.175 0.910 0.0 0.0 0.0 -0.066
C -3.930 0.472 1.546 0.0 0.0 -0.1 -0.091
C -2.887 1.109 0.867 0.0 -0.1 0.0 -0.277
C -3.095 1.442 -0.474 0.0 0.0 0.0 -0.129
C -4.290 1.155 -1.113 0.0 0.0 0.0 -0.074
Si -1.277 1.356 1.801 -0.3 0.2 0.0 0.709
C -0.270 2.793 1.141 0.0 -0.1 0.0 -0.288
C 1.019 3.006 1.636 0.0 0.0 0.0 -0.098
C 1.783 4.083 1.223 0.0 0.0 0.0 -0.062
C 1.265 4.984 0.304 0.0 0.0 0.0 -0.071
C -0.022 4.809 -0.181 0.0 0.0 0.0 -0.074
C -0.782 3.724 0.235 -0.1 0.0 -0.1 -0.103
C -1.707 1.687 3.593 0.2 0.0 -0.1 -0.277
C -1.571 0.828 4.680 0.0 -0.1 0.0 -0.094
C -1.982 1.212 5.949 0.0 0.0 0.0 -0.072
C -2.534 2.465 6.152 0.0 0.0 0.0 -0.073
C -2.676 3.337 5.081 0.0 0.0 0.0 -0.068
C -2.265 2.952 3.818 0.0 0.0 0.0 -0.088
H -6.241 0.289 -0.917 0.0 0.0 0.0 0.109
H -5.917 -0.320 1.456 -0.1 0.0 0.0 0.109
H -3.807 0.200 2.586 0.0 0.0 0.1 0.104
H -2.319 1.949 -1.034 0.0 -0.1 -0.1 0.074
H -4.430 1.429 -2.149 0.0 0.0 -0.1 0.107
H 1.429 2.336 2.380 0.1 -0.1 0.1 0.097
H 2.778 4.223 1.621 0.1 0.0 0.0 0.110
H 1.856 5.829 -0.021 0.0 0.0 0.0 0.108
H -0.441 5.522 -0.876 0.0 0.0 0.0 0.107
H -1.792 3.622 -0.142 0.1 0.1 0.1 0.087
H -1.158 -0.162 4.554 0.0 0.0 0.0 0.065
H -1.873 0.527 6.779 0.0 0.0 0.0 0.106
H -2.854 2.765 7.140 0.0 0.0 0.0 0.108
H -3.106 4.317 5.232 0.0 0.0 0.0 0.109
H -2.379 3.648 2.997 0.0 0.1 -0.1 0.106
C 1.174 2.968 -5.533 0.0 -0.1 0.0 -0.031
C 1.692 1.649 -4.941 0.0 0.0 0.0 -0.507
C 2.875 1.176 -5.794 0.0 0.0 0.0 -0.025
C 2.193 1.959 -3.526 0.1 0.0 0.0 -0.031
C 0.565 0.570 -4.944 -0.1 0.0 -0.1 -0.421
O -0.094 0.571 -6.217 0.0 0.0 0.0 -0.010
C 1.005 -0.889 -4.700 0.0 0.0 0.0 -0.102
C 1.911 -1.231 -3.513 0.0 0.0 0.1 -0.142
C 1.761 -2.651 -3.021 0.0 0.0 0.0 -0.213
C 1.538 -3.720 -3.881 0.0 0.0 0.0 -0.021
C 1.399 -5.011 -3.396 0.0 0.0 0.0 -0.086
C 1.482 -5.239 -2.033 0.0 0.0 0.0 -0.670
Cl 1.300 -6.850 -1.417 0.0 0.0 0.0 0.682
C 1.709 -4.194 -1.153 0.0 0.0 0.0 -0.100
C 1.844 -2.910 -1.656 0.0 0.0 0.0 -0.054
C -0.617 0.944 -4.013 -0.1 0.0 -0.2 -0.011
N -0.701 0.202 -2.761 -0.1 0.0 0.2 -0.070
C -0.127 0.404 -1.588 0.1 0.1 0.0 -0.135
N -0.511 -0.556 -0.745 0.0 0.3 0.0 -0.078
C -1.367 -1.319 -1.485 0.0 -0.1 -0.1 -0.149
N -1.492 -0.893 -2.707 -0.1 -0.1 0.0 0.174
H 1.998 3.678 -5.591 0.0 0.0 0.0 0.094
H 0.406 3.425 -4.909 -0.1 0.0 0.0 0.082
H 0.762 2.842 -6.530 0.0 0.0 0.0 0.090
H 3.635 1.955 -5.828 0.0 0.0 0.0 0.095
H 2.586 0.980 -6.828 0.0 0.0 -0.1 0.092
H 3.343 0.277 -5.398 0.0 0.0 0.0 0.078
H 3.022 2.665 -3.588 0.0 0.0 0.0 0.102
H 2.556 1.084 -2.994 0.0 0.1 0.0 0.046
H 1.421 2.450 -2.929 0.0 0.0 0.0 0.077
H 0.553 0.376 -6.904 0.0 0.0 0.0 0.099
H 1.486 -1.231 -5.620 0.0 0.0 0.0 0.126
H 0.080 -1.465 -4.624 0.0 0.0 0.0 0.119
H 1.706 -0.588 -2.658 0.0 -0.1 -0.1 0.057
H 2.958 -1.043 -3.771 0.0 0.0 0.0 0.123
H 1.464 -3.557 -4.947 0.0 0.0 -0.1 0.118
H 1.225 -5.837 -4.068 0.0 -0.1 0.0 0.111
H 1.777 -4.388 -0.093 0.0 0.0 0.1 0.104
H 2.024 -2.090 -0.969 0.0 0.0 0.0 0.081
H -1.526 0.665 -4.547 0.1 0.1 0.0 0.147
H -0.662 2.008 -3.790 0.1 0.0 0.0 0.128
H 0.547 1.209 -1.349 0.0 0.1 0.0 0.142
H -1.880 -2.178 -1.093 -0.1 -0.1 0.0 0.132
```
Positions in Å, forces in eV/Å.

Properties
HOMO level (alpha / beta), eV: -10.78 / -11.09
Total charge: +1
2S+1: 4
Total energy, a.u.: -3299.16923